1.
Here is a molecular structure, C2H6N2 at a distorted geometry from the OMol25 dataset. Energies are from the ωB97M-V functional and the def2-TZVPD basis.

```
! wB97M-V def2-TZVPD RIJCOSX def2/J DEFGRID3
* xyz 0 1
C -0.35 0.57 -1.20
N 0.49 1.03 -0.03
C 0.56 0.11 0.85
N 0.04 -1.14 0.72
H 0.23 -0.34 -1.42
H -1.38 0.26 -1.06
H -0.28 1.33 -1.97
H 1.25 0.24 1.68
H -0.73 -0.41 0.86
H 0.17 -1.66 1.58
*
```

Output
Kohn-Sham gap, Eh: 0.3852
E_HOMO, eV: -9.6
E_tot, Eh: -189.22039
ΔE to the lowest compared entry with this formula, charge and spin, kJ/mol: 286.6
Maximum force, eV Å⁻¹: 6.11

***

2.
Here is a molecular structure, C2H6N2 at a distorted geometry from the OMol25 dataset. Energies are from the ωB97M-V functional and the def2-TZVPD basis.

```
! wB97M-V def2-TZVPD RIJCOSX def2/J DEFGRID3
* xyz 0 1
C -0.66 -0.37 -0.33
C 0.62 -0.61 -0.58
N 1.56 0.09 0.37
N -1.28 0.46 0.68
H -1.45 -0.92 -0.86
H 1.04 -1.61 -0.66
H 0.93 0.42 1.10
H 2.01 0.86 -0.10
H -0.56 0.98 0.05
H -2.20 0.71 0.32
*
```

Output
Kohn-Sham gap, Eh: 0.3543
E_HOMO, eV: -8.7
E_tot, Eh: -189.19065
ΔE to the lowest compared entry with this formula, charge and spin, kJ/mol: 364.7
Maximum force, eV Å⁻¹: 5.32

***

3.
Here is C2H6N2 in the gas phase at a distorted geometry from the OMol25 dataset. Energies are from the ωB97M-V functional and the def2-TZVPD basis.

```
! wB97M-V def2-TZVPD RIJCOSX def2/J DEFGRID3
* xyz 0 1
C 0.23 -1.12 -0.19
C -0.19 -0.27 0.96
H 1.44 -1.20 -0.33
H -0.22 -0.69 -1.23
H -0.18 -2.20 -0.03
H -0.42 -0.68 1.94
H -0.35 2.50 -0.36
H 0.42 1.13 -1.13
N -0.58 0.97 0.76
N -0.16 1.54 -0.41
*
```

Output
Kohn-Sham gap, Eh: 0.3478
SMILES string: C/C=N\N
E_HOMO, eV: -8.4
E_tot, Eh: -189.23809
ΔE to the lowest compared entry with this formula, charge and spin, kJ/mol: 240.2
Maximum force, eV Å⁻¹: 2.95

***

4.
Here is C2H6N2 in the gas phase at a distorted geometry from the OMol25 dataset. Energies are from the ωB97M-V functional and the def2-TZVPD basis.

```
! wB97M-V def2-TZVPD RIJCOSX def2/J DEFGRID3
* xyz 0 1
C 0.57 0.99 -0.35
N -0.70 -0.48 1.15
C 0.03 -0.41 -0.09
N -0.05 -1.37 -0.95
H 0.70 1.13 -1.41
H -0.09 1.71 0.10
H 1.56 1.06 0.11
H -0.09 -0.85 1.87
H -1.35 -1.24 0.98
H -0.57 -0.54 -1.42
*
```

Output
Kohn-Sham gap, Eh: 0.3552
SMILES string: [H]/N=C(\C)N
E_HOMO, eV: -8.8
E_tot, Eh: -189.22421
ΔE to the lowest compared entry with this formula, charge and spin, kJ/mol: 276.6
Maximum force, eV Å⁻¹: 2.94

***

5.
Here is 2 unconnected molecules or ions with the total composition C2H6N2 at a distorted geometry from the OMol25 dataset. Energies are from the ωB97M-V functional and the def2-TZVPD basis.

```
! wB97M-V def2-TZVPD RIJCOSX def2/J DEFGRID3
* xyz 1 2
C 1.09 -1.20 0.72
N 1.18 -2.43 0.57
H 0.75 -0.79 1.67
H 1.10 -0.36 -0.01
H 1.53 -2.75 -0.33
C -0.99 1.88 -0.49
N -0.97 0.60 -0.54
H -0.34 2.33 0.27
H -1.42 2.50 -1.28
H -1.93 0.22 -0.58
*
```

Output
Kohn-Sham gap (spin up / spin down), Eh: 0.3791 / 0.1602
E_HOMO (spin up / spin down), eV: -15.9 / -13.8
E_tot, Eh: -188.85768
ΔE to the lowest compared entry with this formula, charge and spin, kJ/mol: 372.8
Maximum force, eV Å⁻¹: 2.19

***

6.
Here is 2 unconnected molecules or ions with the total composition C2H6N2 at a distorted geometry from the OMol25 dataset. Energies are from the ωB97M-V functional and the def2-TZVPD basis.

```
! wB97M-V def2-TZVPD RIJCOSX def2/J DEFGRID3
* xyz 1 2
C -1.29 -2.17 0.63
N -2.25 -1.89 1.36
H -1.56 -2.82 -0.21
H -0.25 -1.94 0.87
H -2.38 -1.39 2.25
C 1.22 2.01 -0.75
N 2.30 1.96 -1.39
H 0.37 1.49 -1.22
H 1.02 2.33 0.27
H 3.08 2.40 -0.93
*
```

Output
Kohn-Sham gap (spin up / spin down), Eh: 0.2289 / 0.1016
E_HOMO (spin up / spin down), eV: -12.7 / -12.7
E_tot, Eh: -188.87376
ΔE to the lowest compared entry with this formula, charge and spin, kJ/mol: 330.6
Maximum force, eV Å⁻¹: 1.81

***

7.
Here is 2 unconnected molecules or ions with the total composition C2H6N2O at a distorted geometry from the OMol25 dataset. Energies are from the ωB97M-V functional and the def2-TZVPD basis.

```
! wB97M-V def2-TZVPD RIJCOSX def2/J DEFGRID3
* xyz -1 2
O 2.35 -1.12 0.11
C 1.30 -1.46 0.65
H 1.03 -2.47 0.99
H 0.81 -0.67 1.20
N 0.07 1.09 -0.94
C -1.13 0.87 -0.41
N -1.28 0.34 0.75
H 0.19 1.32 -1.83
H 0.92 0.79 -0.47
H -1.95 1.29 -0.96
H -2.32 0.04 0.90
*
```

Output
Kohn-Sham gap (spin up / spin down), Eh: 0.1154 / 0.2415
E_HOMO (spin up / spin down), eV: 1.1 / -2.6
E_tot, Eh: -264.46061
ΔE to the lowest compared entry with this formula, charge and spin, kJ/mol: 125.6
Maximum force, eV Å⁻¹: 4.60

***

8.
Here is C2H6N2O in the gas phase from the OMol25 dataset. Energies are from the ωB97M-V functional and the def2-TZVPD basis.

```
! wB97M-V def2-TZVPD RIJCOSX def2/J DEFGRID3
* xyz 0 1
N -1.31 -0.64 -1.15
C -1.05 0.15 0.09
C 0.42 0.08 0.44
N 1.22 0.94 -0.26
O 0.87 -0.73 1.23
H -1.61 -0.04 -1.91
H -0.49 -1.13 -1.47
H -1.65 -0.26 0.89
H -1.35 1.18 -0.09
H 0.80 1.73 -0.72
H 2.22 0.90 -0.16
*
```

Output
Kohn-Sham gap, Eh: 0.3755
SMILES string: NCC(N)=O
E_HOMO, eV: -9.5
E_tot, Eh: -264.56618
ΔE to the lowest compared entry with this formula, charge and spin, kJ/mol: 55.5
Maximum force, eV Å⁻¹: 0.94

***

9.
Here is 2 unconnected molecules or ions with the total composition C2H6N2O at a distorted geometry from the OMol25 dataset. Energies are from the ωB97M-V functional and the def2-TZVPD basis.

```
! wB97M-V def2-TZVPD RIJCOSX def2/J DEFGRID3
* xyz 0 1
C -0.99 0.10 -0.23
N -2.33 0.20 -0.23
C 1.74 0.16 0.25
O -0.25 0.98 -0.70
N 1.85 -1.10 0.11
H -2.77 1.10 -0.36
H -2.91 -0.60 -0.06
H 2.80 -1.45 0.17
H -0.65 -0.93 -0.07
H 0.94 0.66 0.90
H 2.57 0.87 0.22
*
```

Output
Kohn-Sham gap, Eh: 0.3530
SMILES string: NC=O.C=N
E_HOMO, eV: -8.7
E_tot, Eh: -264.48878
ΔE to the lowest compared entry with this formula, charge and spin, kJ/mol: 258.7
Maximum force, eV Å⁻¹: 3.46

***

10.
Here is C2H6N2O in the gas phase from the OMol25 dataset. Energies are from the ωB97M-V functional and the def2-TZVPD basis.

```
! wB97M-V def2-TZVPD RIJCOSX def2/J DEFGRID3
* xyz 0 1
C -0.36 -0.58 0.40
N -1.54 -0.35 -0.33
C 1.31 1.26 -0.12
O 0.16 -1.88 0.32
N 0.48 0.37 -0.49
H -0.35 -2.30 -0.39
H -0.28 -0.26 1.44
H -0.50 0.41 -1.13
H -2.27 0.07 0.24
H 1.74 1.23 0.87
H 1.59 2.05 -0.81
*
```

Output
Kohn-Sham gap, Eh: 0.3144
E_HOMO, eV: -8.3
E_tot, Eh: -264.44399
ΔE to the lowest compared entry with this formula, charge and spin, kJ/mol: 376.3
Maximum force, eV Å⁻¹: 0.74

***

11.
Here is C2H6N2O in the gas phase at a distorted geometry from the OMol25 dataset. Energies are from the ωB97M-V functional and the def2-TZVPD basis.

```
! wB97M-V def2-TZVPD RIJCOSX def2/J DEFGRID3
* xyz 0 1
C -1.40 -0.32 0.05
C 1.00 -0.61 -0.22
H -1.98 -1.31 -0.42
H -0.90 -0.36 1.13
H -2.19 0.46 -0.02
H 0.11 1.47 0.74
H 0.84 -1.63 0.01
H 2.33 0.96 -0.29
N -0.17 0.07 -0.79
N 2.24 -0.12 -0.01
O 0.12 1.41 -0.18
*
```

Output
Kohn-Sham gap, Eh: 0.3988
SMILES string: [H]/N=C\N(C)O
E_HOMO, eV: -10.1
E_tot, Eh: -264.40742
ΔE to the lowest compared entry with this formula, charge and spin, kJ/mol: 472.3
Maximum force, eV Å⁻¹: 5.23

***

12.
Here is C2H6N2O in the gas phase at a distorted geometry from the OMol25 dataset. Energies are from the ωB97M-V functional and the def2-TZVPD basis.

```
! wB97M-V def2-TZVPD RIJCOSX def2/J DEFGRID3
* xyz 0 1
C 0.84 -1.92 0.49
C -0.68 -0.02 0.54
H 1.17 -1.47 1.43
H 1.84 -2.07 -0.01
H 0.13 -2.82 0.77
H -1.22 -0.26 1.40
H -0.25 2.60 -1.17
H 1.17 1.71 -1.15
N -0.83 1.27 0.20
N -0.04 1.65 -1.11
O 0.28 -0.82 -0.12
*
```

Output
Kohn-Sham gap, Eh: 0.3631
SMILES string: CO/C=N\N
E_HOMO, eV: -9.0
E_tot, Eh: -264.41928
ΔE to the lowest compared entry with this formula, charge and spin, kJ/mol: 441.2
Maximum force, eV Å⁻¹: 6.02

***

13.
Here is C2H6N2O in the gas phase at a distorted geometry from the OMol25 dataset. Energies are from the ωB97M-V functional and the def2-TZVPD basis.

```
! wB97M-V def2-TZVPD RIJCOSX def2/J DEFGRID3
* xyz 0 1
C 2.23 -0.26 0.30
C -1.31 0.32 0.30
H 2.35 -1.18 -0.11
H 3.17 0.24 -0.10
H 2.31 -0.32 1.50
H 1.31 0.76 -1.19
H -0.24 -1.10 -0.71
H -1.11 1.30 0.82
N 1.02 0.49 -0.29
N -0.19 -0.18 -0.29
O -2.40 -0.27 0.03
*
```

Output
Kohn-Sham gap, Eh: 0.3919
SMILES string: CNNC=O
E_HOMO, eV: -9.8
E_tot, Eh: -264.49266
ΔE to the lowest compared entry with this formula, charge and spin, kJ/mol: 248.5
Maximum force, eV Å⁻¹: 4.27

***

14.
Here is C2H6N2O in the gas phase at a distorted geometry from the OMol25 dataset. Energies are from the ωB97M-V functional and the def2-TZVPD basis.

```
! wB97M-V def2-TZVPD RIJCOSX def2/J DEFGRID3
* xyz 0 1
C 0.69 0.04 -0.55
C 0.44 -0.48 0.87
H -0.42 -1.34 -1.48
H -1.29 0.01 -0.97
H 1.68 -0.20 -1.04
H 0.66 1.12 -0.65
H 0.95 -1.43 1.14
H -0.67 1.66 0.87
N -0.45 -0.27 -1.41
N -0.40 -0.06 1.78
O -1.19 0.96 1.45
*
```

Output
Kohn-Sham gap, Eh: 0.3820
SMILES string: NC/C=N\O
E_HOMO, eV: -9.6
E_tot, Eh: -264.45351
ΔE to the lowest compared entry with this formula, charge and spin, kJ/mol: 351.3
Maximum force, eV Å⁻¹: 3.96

***

15.
Here is 2 unconnected molecules or ions with the total composition C2H6N2O at a distorted geometry from the OMol25 dataset. Energies are from the ωB97M-V functional and the def2-TZVPD basis.

```
! wB97M-V def2-TZVPD RIJCOSX def2/J DEFGRID3
* xyz 0 1
C 1.35 0.50 -0.16
N 1.44 -0.91 0.33
C -1.50 0.15 -0.18
N -2.63 -0.47 0.07
O -1.23 1.30 -0.49
H 0.60 0.00 -0.76
H 0.85 1.33 0.36
H 2.26 0.86 -0.64
H 2.04 -0.92 1.15
H -2.51 -1.46 -0.15
H -0.67 -0.37 0.48
*
```

Output
Kohn-Sham gap, Eh: 0.1901
E_HOMO, eV: -8.9
E_tot, Eh: -264.27385
ΔE to the lowest compared entry with this formula, charge and spin, kJ/mol: 823.0
Maximum force, eV Å⁻¹: 3.71

***

16.
Here is 2 unconnected molecules or ions with the total composition C2H6N2O at a distorted geometry from the OMol25 dataset. Energies are from the ωB97M-V functional and the def2-TZVPD basis.

```
! wB97M-V def2-TZVPD RIJCOSX def2/J DEFGRID3
* xyz 0 3
C 0.12 0.71 -0.23
C 1.83 -0.48 -0.85
N -1.59 -0.68 0.82
N -1.26 0.58 0.31
O 0.47 1.84 -0.45
H -1.50 1.41 0.85
H 1.85 -1.38 -0.27
H 1.60 -0.56 -1.89
H 2.53 0.30 -0.59
H -1.59 -0.74 1.84
H -2.47 -1.02 0.45
*
```

Output
Kohn-Sham gap (spin up / spin down), Eh: 0.2591 / 0.3090
E_HOMO (spin up / spin down), eV: -6.0 / -10.2
E_tot, Eh: -264.32826
ΔE to the lowest compared entry with this formula, charge and spin, kJ/mol: 119.6
Maximum force, eV Å⁻¹: 6.08

***

17.
Here is a gas-phase ion, C2H6N2O (charge +1) at a distorted geometry from the OMol25 dataset. Energies are from the ωB97M-V functional and the def2-TZVPD basis.

```
! wB97M-V def2-TZVPD RIJCOSX def2/J DEFGRID3
* xyz 1 2
O -1.85 0.16 0.46
C -1.11 -0.70 0.88
N 0.18 -0.87 0.39
C 0.89 0.17 -0.23
N 0.11 0.89 -1.19
H -1.37 -1.43 1.65
H 0.61 -1.78 0.49
H 1.23 0.95 0.48
H 1.82 -0.25 -0.63
H 0.41 1.87 -1.23
H -0.91 0.99 -1.08
*
```

Output
Kohn-Sham gap (spin up / spin down), Eh: 0.4488 / 0.2566
E_HOMO (spin up / spin down), eV: -15.9 / -15.8
E_tot, Eh: -264.21869
ΔE to the lowest compared entry with this formula, charge and spin, kJ/mol: 53.6
Maximum force, eV Å⁻¹: 2.21

***

18.
Here is a gas-phase ion, C2H6N2O (charge +1) at a distorted geometry from the OMol25 dataset. Energies are from the ωB97M-V functional and the def2-TZVPD basis.

```
! wB97M-V def2-TZVPD RIJCOSX def2/J DEFGRID3
* xyz 1 2
N -0.82 0.32 -1.56
C 0.32 0.63 -0.82
C 0.30 -0.23 0.48
N -0.26 0.29 1.56
O 0.81 -1.33 0.41
H -1.73 0.49 -1.13
H -0.77 0.47 -2.56
H 1.20 0.34 -1.40
H 0.43 1.69 -0.54
H -0.55 1.26 1.63
H -0.35 -0.28 2.39
*
```

Output
Kohn-Sham gap (spin up / spin down), Eh: 0.4656 / 0.2377
E_HOMO (spin up / spin down), eV: -16.3 / -15.3
E_tot, Eh: -264.23765
ΔE to the lowest compared entry with this formula, charge and spin, kJ/mol: 3.8
Maximum force, eV Å⁻¹: 1.31

***

19.
Here is 2 unconnected molecules or ions with the total composition C2H6N2O2 at a distorted geometry from the OMol25 dataset. Energies are from the ωB97M-V functional and the def2-TZVPD basis.

```
! wB97M-V def2-TZVPD RIJCOSX def2/J DEFGRID3
* xyz -1 2
N -1.46 -0.25 0.31
C -1.11 -0.81 -0.90
N 0.20 -0.78 -1.39
H -0.82 0.27 0.94
H -2.35 -0.59 0.64
H -1.81 -1.41 -1.47
H 0.42 -1.31 -2.20
H 0.89 -0.23 -0.93
O 0.48 0.78 1.76
C 1.50 1.27 1.23
O 2.00 1.05 0.13
H 2.05 2.00 1.89
*
```

Output
Kohn-Sham gap (spin up / spin down), Eh: 0.1666 / 0.3178
E_HOMO (spin up / spin down), eV: -0.1 / -4.4
E_tot, Eh: -339.79450
ΔE to the lowest compared entry with this formula, charge and spin, kJ/mol: 22.6
Maximum force, eV Å⁻¹: 1.13

***

20.
Here is a molecular structure, C2H6N2O2 at a distorted geometry from the OMol25 dataset. Energies are from the ωB97M-V functional and the def2-TZVPD basis.

```
! wB97M-V def2-TZVPD RIJCOSX def2/J DEFGRID3
* xyz 0 1
C -0.19 0.34 1.07
C -0.42 0.59 -0.35
N 1.98 0.86 -0.53
N -1.52 0.66 -0.88
O 2.91 0.60 -1.24
O 0.76 0.54 -1.13
H -0.31 1.21 1.84
H -0.86 -0.44 1.24
H 0.97 0.04 1.21
H -0.76 -2.22 0.34
H -1.47 0.75 -1.92
H -1.10 -2.94 0.34
*
```

Output
Kohn-Sham gap, Eh: 0.3761
E_HOMO, eV: -10.7
E_tot, Eh: -339.63086
ΔE to the lowest compared entry with this formula, charge and spin, kJ/mol: 529.8
Maximum force, eV Å⁻¹: 5.10